(1)
{"formula": "C3H10N2O3", "method": "wB97M-V/def2-TZVPD", "smiles": "NC(=O)[C@@H](N)CO.O", "homo_lumo_gap_ev": 10.196, "de_lowest_kcal_mol": 10.2, "e_tot_ev": -12396.2931, "fmax_ev_per_a": 1.5, "homo_ev": -9.41, "lumo_energy_ev": 0.79, "symbols": ["N", "C", "C", "O", "C", "N", "O", "H", "H", "H", "H", "H", "H", "H", "H", "H", "H", "O"], "xyz": [[-0.95405, 0.90109, 1.49862], [-0.22440, 0.17918, 0.45829], [-1.12172, -0.24762, -0.73924], [-2.08760, -1.13146, -0.22202], [0.93255, 0.95630, -0.14229], [0.91254, 2.30058, -0.05486], [1.78537, 0.32049, -0.74673], [-1.31403, 0.18256, 2.08487], [-1.79396, 1.34035, 1.13107], [0.20070, -0.74515, 0.82139], [-0.54613, -0.73820, -1.52938], [-1.59267, 0.64089, -1.17498], [-1.69668, -1.99670, -0.05968], [1.64243, 2.70967, -0.61978], [0.30410, 2.89570, 0.47500], [1.42987, -1.79540, -0.15100], [1.52359, -3.26360, 0.04650], [0.86619, -2.58636, -0.11941]], "mulliken_charge": [-0.7854, 0.3100, -0.7675, -0.5466, 0.2863, -0.3746, -0.6780, 0.3040, 0.2781, 0.4078, 0.3404, 0.4420, 0.3503, 0.2565, 0.2265, 0.2702, 0.3013, -0.6215]}



(2)
{"formula": "C60H68N5O3", "method": "wB97M-V/def2-TZVPD", "charge": 1, "homo_lumo_gap_ev": 6.525, "e_tot_ev": -76904.6438, "fmax_ev_per_a": 3.7, "homo_ev": -9.70, "lumo_energy_ev": -3.17, "symbols": ["C", "C", "C", "C", "C", "C", "C", "C", "C", "C", "C", "C", "C", "C", "N", "C", "C", "C", "C", "C", "C", "N", "O", "O", "C", "C", "N", "C", "C", "C", "C", "C", "C", "C", "C", "C", "C", "C", "C", "C", "C", "C", "C", "C", "C", "C", "C", "C", "N", "H", "H", "H", "H", "H", "H", "H", "H", "H", "H", "H", "H", "H", "H", "H", "H", "H", "H", "H", "H", "H", "H", "H", "H", "H", "H", "H", "H", "H", "H", "H", "H", "H", "H", "H", "H", "H", "H", "H", "H", "H", "H", "H", "H", "H", "H", "H", "H", "H", "H", "H", "H", "C", "O", "C", "C", "C", "C", "C", "C", "C", "C", "C", "C", "C", "C", "N", "C", "C", "C", "C", "H", "H", "H", "H", "H", "H", "H", "H", "H", "H", "H", "H", "H", "H", "H", "H"], "xyz": [[-1.85077, -1.21227, -3.54740], [-2.47683, 0.15786, -3.32011], [-1.47840, 1.26847, -3.64499], [-3.62902, 0.23135, -4.33850], [-3.02408, 0.41428, -1.88067], [-3.99707, 1.41119, -1.78460], [-4.87536, 1.42109, -0.71324], [-4.71639, 0.49658, 0.31798], [-3.55710, -0.27053, 0.42863], [-3.36647, -1.16077, 1.69705], [-3.53120, -2.64592, 1.35604], [-4.38472, -0.80131, 2.78370], [-2.01296, -0.93853, 2.34918], [-2.64858, -0.21386, -0.66834], [-1.38043, -0.92195, -0.60259], [-0.09066, -0.42841, -0.55814], [0.27350, 0.82254, 0.06348], [1.64876, 1.31091, -0.34898], [2.66889, 1.11838, 0.60452], [3.99041, 1.31889, 0.27717], [4.27191, 1.65172, -1.05706], [5.50652, 1.19691, -1.62464], [5.60390, 1.22364, -2.87964], [6.40184, 0.73579, -0.88227], [3.29328, 2.12990, -1.93623], [1.95913, 1.97369, -1.56892], [0.73613, -1.57192, -0.76985], [2.18373, -1.75690, -0.75980], [2.87254, -2.19830, 0.40727], [2.32814, -2.75473, 1.76604], [2.84513, -4.18984, 1.98739], [0.82431, -2.79883, 1.88663], [2.84074, -1.86279, 2.90365], [4.27866, -2.21553, 0.39388], [5.00002, -1.89642, -0.73168], [4.31399, -1.68883, -1.91936], [2.92007, -1.68530, -1.98451], [2.32213, -1.62720, -3.43747], [3.40573, -1.50804, -4.52651], [1.46585, -0.38436, -3.55771], [1.51610, -2.87373, -3.80067], [-0.14080, -2.67365, -0.92104], [0.17734, -4.09555, -1.09612], [1.46668, -4.70458, -1.12585], [1.59302, -6.09546, -1.24009], [0.46799, -6.91490, -1.35580], [-0.80451, -6.33347, -1.37148], [-0.94519, -4.95452, -1.25879], [-1.38468, -2.28646, -0.82826], [-2.52097, -2.02941, -3.25643], [-1.60882, -1.33194, -4.61647], [-0.91043, -1.33431, -3.01123], [-1.98530, 2.24076, -3.68666], [-0.70027, 1.33151, -2.87226], [-0.99942, 1.08954, -4.61723], [-4.09244, 1.22106, -4.37864], [-3.25333, 0.00327, -5.34456], [-4.40055, -0.50655, -4.08950], [-4.11145, 2.14904, -2.58476], [-5.69472, 2.14329, -0.68129], [-5.49745, 0.44368, 1.08070], [-2.83016, -2.95090, 0.57472], [-3.34136, -3.25752, 2.24955], [-4.54894, -2.84417, 0.99786], [-4.34232, 0.27232, 3.00465], [-5.40536, -1.07450, 2.49362], [-4.14664, -1.33656, 3.71301], [-1.97832, 0.04082, 2.83197], [-1.81587, -1.70012, 3.11695], [-1.21613, -0.97386, 1.61353], [0.07679, 0.76681, 1.24841], [2.39980, 0.73663, 1.59065], [4.78816, 1.12939, 0.98065], [3.60440, 2.54184, -2.88863], [1.17029, 2.29736, -2.24682], [3.93787, -4.23824, 2.04104], [2.44196, -4.58510, 2.93033], [2.51032, -4.84927, 1.17739], [0.39781, -1.83540, 1.60347], [0.38198, -3.59267, 1.27637], [0.54044, -3.00225, 2.93033], [2.50275, -0.83113, 2.75534], [2.44179, -2.21818, 3.86357], [3.93234, -1.85774, 2.96884], [4.83634, -2.48943, 1.30172], [6.08893, -1.85055, -0.71361], [4.91590, -1.55911, -2.82327], [4.04664, -2.39686, -4.55758], [2.92350, -1.42370, -5.50938], [4.02394, -0.61296, -4.39037], [0.82679, -0.27327, -2.67821], [2.10335, 0.50524, -3.60701], [0.83642, -0.41696, -4.45793], [0.61503, -2.97357, -3.19161], [1.19622, -2.82044, -4.85306], [2.12171, -3.78058, -3.67502], [2.36074, -4.08432, -1.08996], [2.58937, -6.53464, -1.24192], [0.57911, -7.99270, -1.43688], [-1.69399, -6.95363, -1.47487], [-1.93799, -4.49384, -1.29262], [3.38842, 7.19219, 1.90273], [2.28997, 7.01599, 0.98218], [1.64943, 5.81426, 0.95136], [1.98907, 4.73151, 1.80158], [1.24847, 3.56366, 1.71377], [0.17793, 3.45084, 0.82294], [-0.68724, 2.21977, 0.80645], [-1.43614, 2.38539, 2.09522], [-2.80138, 2.85998, 2.34451], [-3.83972, 3.30729, 1.55257], [-5.10368, 3.47278, 2.13731], [-5.30566, 3.27939, 3.52171], [-4.22202, 2.97271, 4.37748], [-2.99691, 2.79857, 3.75332], [-1.80566, 2.38858, 4.34909], [-1.58610, 2.35317, 5.78268], [-0.88138, 2.13102, 3.36666], [-0.13587, 4.50654, -0.03404], [0.57647, 5.68341, 0.03767], [3.65436, 8.23983, 1.77044], [3.08049, 7.00841, 2.94144], [4.24110, 6.55031, 1.63992], [2.80686, 4.82022, 2.51938], [1.47706, 2.77729, 2.43421], [-1.35957, 2.08596, -0.06856], [-3.66678, 3.51657, 0.49257], [-5.97074, 3.75785, 1.53076], [-6.29856, 3.38145, 3.96200], [-4.30284, 2.83454, 5.45629], [-2.49843, 1.95336, 6.25510], [-0.72156, 1.70540, 5.99106], [-1.40361, 3.36860, 6.19130], [0.12095, 1.84019, 3.63017], [-1.01347, 4.39156, -0.67220], [0.29711, 6.51682, -0.59730]], "mulliken_charge": [-1.2978, 2.0317, -2.0565, -1.8765, 0.1911, -0.4449, -1.8438, -0.0249, 0.0425, 2.3473, -1.8236, -2.2226, -0.5055, -0.8758, 2.1650, -0.2335, 1.0386, 1.5080, 0.1527, -1.3110, -0.5451, 1.2438, -0.6315, -0.6359, -0.9761, -0.0456, 2.1887, -1.4937, 1.3767, 1.9346, -1.8248, -1.1330, -1.6793, -0.5600, -1.3587, -0.5457, 0.5757, 1.9460, -2.3634, -1.1205, -1.4101, -0.4582, 1.6794, -0.8671, -0.9172, -0.6551, -0.9427, -1.3256, -1.6610, 0.3662, 0.5139, 0.0704, 0.4874, 0.2043, 0.4390, 0.3622, 0.4952, 0.3885, 0.4468, 0.4375, 0.3728, 0.1818, 0.5068, 0.4029, 0.4171, 0.4635, 0.3850, -0.5518, 0.9436, -0.2446, -1.1450, 0.1662, 0.4965, 0.5377, 0.6005, 0.3295, 0.4693, 0.3826, -0.5537, 0.1205, 0.8923, 0.2118, 0.5059, 0.3838, 0.4948, 0.4642, 0.3613, 0.4727, 0.3958, 0.4542, -0.2275, 0.4045, 0.7719, -0.0634, 0.5692, 0.4374, 1.3315, 0.4744, 0.4232, 0.4495, 0.3907, -0.8030, -0.4681, 0.6616, -0.7689, 0.2962, 0.5186, -0.8102, -0.0815, 1.6520, 0.1535, -0.9339, -0.7784, -1.0677, -0.3612, 0.2535, -1.0112, -0.3081, -0.0770, -1.1266, 0.2626, 0.3083, 0.3269, 0.4598, 0.0890, -0.3102, 0.5503, 0.3891, 0.3985, 0.3732, 0.3340, 0.3394, 0.3046, 0.4302, 0.4775, 0.4816]}



(3)
{"formula": "C3H3Cl2FO", "method": "wB97M-V/def2-TZVPD", "smiles": "C=C(F)Cl.O=CCl", "homo_lumo_gap_ev": 10.790, "de_lowest_kcal_mol": 4.5, "e_tot_ev": -32968.3760, "fmax_ev_per_a": 0.5, "homo_ev": -10.05, "lumo_energy_ev": 0.74, "symbols": ["C", "C", "C", "O", "F", "Cl", "Cl", "H", "H", "H"], "xyz": [[0.99982, -2.42617, -0.53122], [-0.45407, 2.32174, 0.07233], [-0.91643, 1.22480, 0.63698], [-0.10243, -2.75707, -0.26518], [-0.14252, 0.45213, 1.41050], [2.25590, -3.56706, -0.91960], [-2.50405, 0.59395, 0.47427], [1.38093, -1.39979, -0.56524], [0.56323, 2.62630, 0.23609], [-1.08038, 2.93117, -0.54892]], "mulliken_charge": [0.2404, -0.6441, 0.4852, -0.3429, -0.2102, -0.1526, -0.1462, 0.2516, 0.2632, 0.2557]}